Molecular formula: C5H8O
Method: DFT, ωB97M-V with the def2-TZVPD basis set

Its HOMO-LUMO gap (alpha / beta) is 8.24 / 8.24 eV. The value obtained for the electronic energy is -270.3552 Eh.

```
14
C5H8O (ωB97M-V with the def2-TZVPD basis set)
C 0.024 -0.697 -0.368
C -1.340 -1.368 -0.213
C -0.212 0.795 0.619
O -0.416 0.598 1.811
H -0.930 1.268 -0.069
H 0.796 -1.328 0.073
H 0.222 -0.510 -1.427
H -2.120 -0.796 -0.725
H -1.312 -2.370 -0.652
H -1.614 -1.446 0.838
C 1.838 0.963 -0.305
C 1.250 1.839 0.347
H 1.332 2.743 0.911
H 2.482 0.307 -0.841
```